Record 1
An isolated ion of composition C5H11N and charge +1 in a non-equilibrium geometry, computed with the ωB97M-V functional and the def2-TZVPD basis.

Last column: natural (NBO) charge in e.
Atoms and positions in Å:
C -2.74693 0.54437 0.34713  -0.489
N -1.63685 -0.14799 -0.22790  -0.077
C -0.52136 -0.51791 0.67840  -0.300
C 2.85090 0.28885 -1.01593  -0.667
C 1.68598 0.28285 -0.05600  -0.054
C 0.83808 -0.73171 0.12183  -0.285
H -3.44566 0.89540 -0.40828  0.268
H -3.27737 -0.07827 1.08209  0.282
H -2.35463 1.43696 0.84442  0.248
H -1.93285 -1.00470 -0.71552  0.406
H -0.94476 -1.41586 1.14305  0.267
H -0.44662 0.19652 1.51061  0.239
H 3.61764 -0.45944 -0.80421  0.250
H 2.47806 0.02783 -2.00382  0.242
H 3.30257 1.27440 -0.96299  0.239
H 1.46505 1.19241 0.50135  0.202
H 1.06877 -1.78372 -0.03425  0.227

Its energy above the lowest of the compared OMol25 structures with the same formula, charge and spin is 236.41 kJ/mol. The value obtained for the LUMO energy (spin up / spin down) is -0.120 / -0.295 Eh. The calculation puts the energy at -251.49702 a.u. Its spin multiplicity is 2. As for the net charge: +1.

Record 2
An isolated ion of composition C5H11N2 and charge +1 in a non-equilibrium geometry, computed with the ωB97M-V functional and the def2-TZVPD basis.

Last column: natural (NBO) charge in e.
Atoms and positions in Å:
C -0.08897 1.21537 1.36741  -0.662
C -0.46595 0.07245 0.47972  0.196
N 0.97022 -0.94654 0.11867  -0.558
C 1.81821 -0.77365 -0.80767  0.375
N 1.68985 0.16442 -1.74085  -0.760
C -1.56650 0.19948 -0.57525  -0.428
C -1.66941 -0.78576 0.67743  -0.441
H 0.37882 1.96038 0.71492  0.235
H 0.77226 0.83224 2.17266  0.237
H -0.89273 1.60046 2.05049  0.276
H 1.06657 -1.48756 1.03493  0.455
H 2.72847 -1.42091 -0.99737  0.239
H 2.39447 0.36741 -2.50641  0.446
H 0.77233 0.59998 -1.92415  0.424
H -1.59854 -0.26005 -1.46014  0.230
H -2.08766 1.10093 -0.54758  0.238
H -2.42224 -0.67934 1.51911  0.253
H -1.79919 -1.75932 0.42408  0.245

The SMILES is CC1(NC=[NH2+])CC1. Its energy above the lowest of the compared OMol25 structures with the same formula, charge and spin is 237.95 kJ/mol. The value obtained for the LUMO energy is -0.110 Eh. The calculation puts the energy at -306.29285 a.u. Its spin multiplicity is 1. As for the net charge: +1.

Q: Which formula does entry 2 have?
A: C5H11N2

Copy entry 2 word for word.
An isolated ion of composition C5H11N2 and charge +1 in a non-equilibrium geometry, computed with the ωB97M-V functional and the def2-TZVPD basis.

Last column: natural (NBO) charge in e.
Atoms and positions in Å:
C -0.08897 1.21537 1.36741  -0.662
C -0.46595 0.07245 0.47972  0.196
N 0.97022 -0.94654 0.11867  -0.558
C 1.81821 -0.77365 -0.80767  0.375
N 1.68985 0.16442 -1.74085  -0.760
C -1.56650 0.19948 -0.57525  -0.428
C -1.66941 -0.78576 0.67743  -0.441
H 0.37882 1.96038 0.71492  0.235
H 0.77226 0.83224 2.17266  0.237
H -0.89273 1.60046 2.05049  0.276
H 1.06657 -1.48756 1.03493  0.455
H 2.72847 -1.42091 -0.99737  0.239
H 2.39447 0.36741 -2.50641  0.446
H 0.77233 0.59998 -1.92415  0.424
H -1.59854 -0.26005 -1.46014  0.230
H -2.08766 1.10093 -0.54758  0.238
H -2.42224 -0.67934 1.51911  0.253
H -1.79919 -1.75932 0.42408  0.245

The SMILES is CC1(NC=[NH2+])CC1. Its energy above the lowest of the compared OMol25 structures with the same formula, charge and spin is 237.95 kJ/mol. The value obtained for the LUMO energy is -0.110 Eh. The calculation puts the energy at -306.29285 a.u. Its spin multiplicity is 1. As for the net charge: +1.

Q: Look up the energy of the second one.
A: -306.29285 a.u.